# 1
Here is a structure of composition C46H62HfN2O3SSeSi from OMol25. Energies are from ωB97M-V/def2-TZVPD.

## Properties
- HOMO level (eV) = -7.67

```
! RIJCOSX wB97M-V def2-TZVPD def2/J DEFGRID3
* xyz 0 1
Hf -0.95 1.25 -1.04
C 5.94 -2.84 0.19
C 4.96 -3.08 -0.97
C 5.73 -3.07 -2.30
C 4.34 -4.47 -0.79
C 3.90 -1.99 -0.98
C 2.55 -2.23 -0.86
C 1.64 -1.18 -0.89
Se -0.23 -1.51 -0.73
C -0.47 -1.43 1.17
C -0.16 -2.53 1.94
C -0.30 -2.48 3.32
C -0.78 -1.29 3.86
C -1.12 -0.16 3.12
C -0.95 -0.23 1.73
O -1.22 0.80 0.93
C -1.62 1.07 3.90
C -2.86 0.67 4.72
C -2.02 2.28 3.05
C -0.51 1.53 4.86
C 0.04 -3.65 4.24
C 0.55 -4.86 3.46
C -1.20 -4.07 5.03
C 1.14 -3.22 5.22
C 2.03 0.15 -1.04
O 1.11 1.12 -1.07
C 3.42 0.43 -1.15
C 4.29 -0.65 -1.13
C 3.93 1.86 -1.23
C 5.45 1.93 -1.44
C 3.29 2.60 -2.42
C 3.63 2.54 0.11
H 6.70 -3.63 0.21
H 6.45 -1.88 0.09
H 5.41 -2.84 1.14
H 6.50 -3.85 -2.30
H 5.06 -3.24 -3.14
H 6.23 -2.11 -2.46
H 5.13 -5.22 -0.78
H 3.80 -4.55 0.15
H 3.66 -4.72 -1.61
H 2.17 -3.24 -0.75
H 0.20 -3.43 1.45
H -0.89 -1.24 4.94
H -3.66 0.32 4.06
H -2.64 -0.13 5.43
H -3.23 1.53 5.28
H -2.83 2.06 2.36
H -2.36 3.07 3.73
H -1.19 2.67 2.46
H -0.22 0.75 5.56
H 0.38 1.83 4.29
H -0.85 2.39 5.44
H -0.19 -5.24 2.76
H 1.46 -4.63 2.90
H 0.79 -5.67 4.15
H -2.00 -4.39 4.35
H -0.97 -4.91 5.69
H -1.59 -3.26 5.64
H 2.04 -2.91 4.69
H 0.82 -2.38 5.85
H 1.40 -4.05 5.89
H 5.35 -0.44 -1.21
H 5.75 1.44 -2.37
H 5.75 2.97 -1.51
H 6.00 1.48 -0.61
H 3.59 2.13 -3.36
H 2.20 2.58 -2.37
H 3.62 3.64 -2.43
H 4.22 2.08 0.90
H 3.89 3.61 0.06
H 2.58 2.45 0.38
S -1.28 6.02 -0.36
C 0.38 5.64 -0.40
C 0.60 4.31 -0.60
C -0.59 3.53 -0.74
C -1.68 4.35 -0.61
C -3.04 3.90 -0.83
C -4.15 4.75 -0.75
C -5.39 4.27 -1.11
C -5.50 2.97 -1.58
C -4.36 2.18 -1.59
N -3.16 2.61 -1.20
H 1.12 6.42 -0.27
H 1.59 3.90 -0.67
H -4.02 5.77 -0.41
H -6.26 4.91 -1.06
H -6.44 2.56 -1.91
H -4.41 1.17 -1.96
C -2.03 0.95 -5.75
Si -0.74 1.38 -4.46
C -0.47 3.24 -4.44
C 0.88 0.50 -4.82
O -1.29 0.89 -2.99
H -1.72 1.27 -6.75
H -2.99 1.44 -5.53
H -2.21 -0.13 -5.78
H -0.19 3.59 -5.44
H 0.32 3.53 -3.75
H -1.37 3.78 -4.14
H 1.44 1.00 -5.61
H 0.72 -0.54 -5.13
H 1.51 0.48 -3.93
C -6.47 -2.78 -0.95
C -5.23 -1.93 -0.93
C -4.40 -1.86 -2.05
C -3.28 -1.06 -2.01
N -2.94 -0.33 -0.94
C -3.72 -0.41 0.14
C -4.86 -1.19 0.18
H -6.30 -3.73 -1.43
H -7.27 -2.27 -1.50
H -6.83 -2.96 0.06
H -4.63 -2.42 -2.95
H -2.61 -0.96 -2.86
H -3.42 0.18 0.99
H -5.46 -1.22 1.08
*
```

# 2
Here is a cluster of 2 separate species, C3H8O4 in total at a distorted geometry from OMol25. Energies are from ωB97M-V/def2-TZVPD.

## Properties
- HOMO level (eV) = -10.64
- SMILES string = O=C(O)O.CCO

```
! RIJCOSX wB97M-V def2-TZVPD def2/J DEFGRID3
* xyz 0 1
O -1.76 0.74 0.98
C -2.23 0.12 0.07
O -3.34 0.49 -0.58
O -1.81 -1.03 -0.42
H -3.70 1.29 -0.17
H -0.95 -1.34 -0.05
C 2.29 0.46 0.04
C 0.86 -0.03 0.18
O 0.75 -1.45 0.09
H 2.32 1.53 0.22
H 2.94 -0.03 0.75
H 2.67 0.28 -0.97
H 0.26 0.45 -0.61
H 0.46 0.24 1.15
H 1.24 -1.74 -0.68
*
```

# 3
Here is a structure of composition C5H8N2O at a distorted geometry from OMol25. Energies are from ωB97M-V/def2-TZVPD.

## Properties
- HOMO level (eV) = -8.92

```
! RIJCOSX wB97M-V def2-TZVPD def2/J DEFGRID3
* xyz 0 1
C 2.41 -0.25 0.36
C -0.93 -1.39 -0.25
C -2.06 -0.53 0.03
C -1.69 0.69 0.23
C -0.26 0.79 0.08
H 2.50 -1.03 1.05
H 1.98 0.76 0.77
H 3.40 0.16 -0.48
H -0.72 -2.30 0.37
H -0.84 -1.87 -1.17
H -3.07 -0.71 0.13
H -2.37 1.53 0.84
H -0.36 2.72 -0.42
N 0.19 -0.44 0.26
N 0.39 1.93 -0.36
O 1.33 -0.69 -0.38
*
```

# 4
Here is a structure of composition C30H31Cl2HfN5S2Si2 at a distorted geometry from OMol25. Energies are from ωB97M-V/def2-TZVPD.

## Properties
- HOMO level (eV) = -13.35

```
! RIJCOSX wB97M-V def2-TZVPD def2/J DEFGRID3
* xyz 2 1
Hf 8.45 9.12 12.97
Cl 7.25 10.80 14.41
C 6.62 9.85 15.77
C 6.06 10.57 16.83
C 5.69 9.98 18.03
C 5.71 8.59 18.12
C 6.14 7.82 17.03
Cl 6.08 6.14 17.12
C 6.60 8.47 15.83
S 6.97 7.50 14.40
H 5.99 11.67 16.64
H 5.45 10.63 18.88
H 5.45 8.02 18.99
S 4.98 9.13 6.44
N 5.46 10.37 7.37
C 6.07 9.86 8.43
C 6.63 10.61 9.50
C 6.62 12.01 9.57
C 7.25 12.67 10.65
C 7.82 11.93 11.65
N 7.73 10.57 11.63
C 7.22 9.87 10.55
C 7.24 8.41 10.53
N 7.79 7.70 11.58
C 7.97 6.34 11.56
C 7.44 5.60 10.52
C 6.81 6.28 9.45
C 6.69 7.66 9.45
C 6.09 8.42 8.41
N 5.50 7.89 7.34
H 6.15 12.52 8.74
H 7.26 13.76 10.71
H 8.34 12.34 12.51
H 8.46 5.88 12.41
H 7.56 4.52 10.48
H 6.44 5.72 8.59
C 12.75 7.34 15.57
Si 10.90 7.48 15.25
C 10.55 5.88 14.37
C 9.85 7.24 16.77
C 10.49 9.12 14.34
C 11.14 9.12 13.00
C 12.56 9.24 12.77
C 13.06 9.20 11.49
C 12.17 9.18 10.37
C 10.81 9.09 10.61
N 10.32 9.04 11.89
Si 10.97 10.68 15.29
C 12.72 10.74 15.96
C 10.84 12.21 14.17
C 9.88 11.00 16.80
H 13.00 6.33 15.97
H 13.18 8.09 16.27
H 13.30 7.41 14.62
H 11.21 5.06 14.69
H 10.69 5.98 13.29
H 9.52 5.59 14.57
H 10.07 6.26 17.17
H 8.78 7.27 16.51
H 10.09 8.00 17.54
H 13.19 9.37 13.66
H 14.15 9.22 11.34
H 12.56 9.23 9.35
H 10.10 9.06 9.78
H 13.52 10.46 15.28
H 12.85 10.16 16.89
H 12.90 11.80 16.23
H 11.02 11.94 13.12
H 11.65 12.91 14.47
H 9.91 12.75 14.27
H 9.55 10.12 17.31
H 8.99 11.58 16.55
H 10.53 11.56 17.50
*
```

# 5
Here is a structure of composition C17H14IrN5S4Sb from OMol25. Energies are from ωB97M-V/def2-TZVPD.

## Properties
- HOMO level (eV) = -3.82

```
! RIJCOSX wB97M-V def2-TZVPD def2/J DEFGRID3
* xyz -1 1
Ir 0.01 -0.35 -0.64
C 3.95 -2.04 -0.52
C 4.77 -0.91 -0.57
C 4.19 0.34 -0.66
C 2.80 0.46 -0.69
N 2.03 -0.65 -0.61
C 2.58 -1.86 -0.55
C 2.05 1.71 -0.82
C 2.65 2.96 -0.92
C 1.87 4.09 -1.06
C 0.48 3.95 -1.10
C -0.11 2.71 -1.00
C 0.65 1.54 -0.86
H 4.36 -3.03 -0.47
H 5.85 -1.02 -0.54
H 4.81 1.22 -0.71
H 1.88 -2.69 -0.54
H 3.73 3.06 -0.89
H 2.33 5.07 -1.15
H -0.14 4.84 -1.21
H -1.19 2.63 -1.03
N -1.92 -0.90 2.93
C -0.69 -1.03 3.53
C 0.24 -0.62 2.63
N -0.40 -0.25 1.47
C -1.69 -0.46 1.68
C -2.59 -0.25 0.57
N -2.03 0.00 -0.60
C -3.04 0.11 -1.51
C -4.23 -0.09 -0.86
N -3.93 -0.31 0.46
H -2.78 -1.46 3.12
H -0.60 -1.39 4.54
H 1.31 -0.55 2.73
H -2.83 0.25 -2.56
H -5.23 -0.17 -1.23
H -4.53 -0.75 1.15
S -5.47 -3.26 -0.93
Sb -3.87 -3.89 0.52
S -0.20 -1.52 -2.63
S -0.68 -2.71 -0.99
S -4.40 -2.79 2.51
*
```

# 6
Here is an isolated molecule of C7H8BrF3N2O2 at a distorted geometry from OMol25. Energies are from ωB97M-V/def2-TZVPD.

## Properties
- HOMO level (eV) = -9.25
- SMILES string = [H]/N=C\CN(Br)C(=O)OCCC(F)=C(F)F

```
! RIJCOSX wB97M-V def2-TZVPD def2/J DEFGRID3
* xyz 0 1
H 2.10 -0.50 1.79
N 2.53 -1.18 1.16
C 2.78 -0.65 0.05
C 2.52 0.80 -0.29
N 1.48 1.08 -1.29
Br 1.35 -0.22 -2.63
C 0.18 1.39 -0.84
O -0.76 1.55 -1.57
O 0.10 1.55 0.51
C -1.15 1.11 1.05
C -1.34 -0.41 0.89
C -2.52 -0.74 0.02
F -3.55 0.13 0.04
C -2.58 -1.78 -0.78
F -1.94 -2.91 -0.51
F -3.19 -1.84 -1.95
H 3.26 -1.28 -0.70
H 2.29 1.34 0.63
H 3.45 1.23 -0.68
H -1.11 1.37 2.11
H -1.98 1.67 0.63
H -0.44 -0.86 0.48
H -1.48 -0.84 1.89
*
```

# 7
Here is an isolated molecule of C2HO2P at a distorted geometry from OMol25. Energies are from ωB97M-V/def2-TZVPD.

## Properties
- HOMO level (spin up / spin down) (eV) = -7.43 / -7.49
- SMILES string = O=C=[PH]=C=O

```
! RIJCOSX wB97M-V def2-TZVPD def2/J DEFGRID3
* xyz 0 1
O 1.19 0.00 2.18
C 0.76 -0.01 1.10
P 0.69 0.04 -0.55
C -1.26 -0.49 -0.70
O -1.73 -0.96 -1.67
H 0.36 1.43 -0.35
*
```

# 8
Here is a cluster of 9 separate species, C27H63N9O9 in total at a distorted geometry from OMol25. Energies are from ωB97M-V/def2-TZVPD.

## Properties
- HOMO level (eV) = -8.95
- SMILES string = CNC(C)=O.CNC(C)=O.CNC(C)=O.CNC(C)=O.CNC(C)=O.CNC(C)=O.CNC(C)=O.CNC(C)=O.CNC(C)=O

```
! RIJCOSX wB97M-V def2-TZVPD def2/J DEFGRID3
* xyz 0 1
C -1.04 -4.41 -3.83
N -1.13 -3.31 -2.90
C -0.82 -2.03 -3.16
C -0.41 -1.63 -4.59
O -0.93 -1.21 -2.30
H -0.36 -4.35 -4.68
H -2.07 -4.41 -4.20
H -0.86 -5.38 -3.37
H -1.47 -3.49 -1.97
H -1.06 -2.15 -5.29
H 0.64 -1.92 -4.72
H -0.55 -0.56 -4.78
C 5.69 2.45 -2.60
N 4.31 2.29 -2.97
C 3.70 1.13 -3.24
C 2.22 1.12 -3.59
O 4.31 0.06 -3.31
H 6.11 3.15 -3.31
H 6.37 1.59 -2.64
H 5.76 2.91 -1.62
H 3.76 3.12 -3.16
H 1.79 0.13 -3.43
H 2.10 1.25 -4.66
H 1.64 1.90 -3.10
C 0.40 0.02 0.73
N -0.18 0.72 -0.45
C -0.27 2.05 -0.56
C -0.83 2.56 -1.87
O 0.05 2.88 0.27
H 0.60 -1.04 0.56
H -0.18 0.24 1.62
H 1.37 0.52 0.81
H -0.43 0.12 -1.22
H -0.79 1.78 -2.64
H -0.22 3.39 -2.22
H -1.88 2.86 -1.85
C -2.82 3.22 1.47
N -3.51 1.98 1.78
C -3.63 1.41 2.94
C -4.40 0.10 2.93
O -3.16 1.91 3.97
H -3.44 4.04 1.83
H -2.71 3.44 0.41
H -1.78 3.22 1.79
H -3.99 1.56 0.99
H -5.38 0.13 3.41
H -3.82 -0.64 3.48
H -4.58 -0.30 1.94
C -7.59 0.24 -2.22
N -6.17 0.09 -2.44
C -5.25 0.33 -1.55
C -3.81 0.30 -2.11
O -5.51 0.50 -0.32
H -8.17 -0.32 -2.96
H -7.87 1.28 -2.38
H -7.98 0.07 -1.22
H -5.82 -0.08 -3.37
H -3.47 1.21 -2.60
H -3.68 -0.53 -2.80
H -3.08 0.21 -1.31
C 4.66 -0.33 0.49
N 3.77 -0.93 -0.52
C 3.20 -2.10 -0.38
C 2.43 -2.76 -1.50
O 3.36 -2.74 0.66
H 5.57 -0.87 0.74
H 4.09 -0.19 1.41
H 4.84 0.67 0.09
H 3.59 -0.41 -1.36
H 1.35 -2.78 -1.38
H 2.66 -3.82 -1.60
H 2.67 -2.34 -2.47
C -1.64 -1.31 5.35
N -0.14 -1.24 5.15
C 0.44 -1.71 4.03
C 1.99 -1.72 4.04
O -0.17 -2.19 3.09
H -1.93 -1.36 6.40
H -2.08 -2.19 4.87
H -2.03 -0.40 4.90
H 0.42 -0.86 5.90
H 2.31 -2.76 4.11
H 2.41 -1.17 4.88
H 2.41 -1.36 3.10
C 2.57 3.50 1.57
N 3.64 3.76 2.50
C 4.33 4.95 2.52
C 5.32 5.11 3.70
O 4.07 5.83 1.74
H 1.99 2.71 2.04
H 2.95 3.18 0.61
H 1.86 4.31 1.39
H 3.87 2.98 3.10
H 4.75 5.52 4.54
H 6.17 5.73 3.41
H 5.62 4.10 3.97
C -2.59 -2.05 0.40
N -1.54 -2.91 0.85
C -1.20 -4.11 0.39
C 0.18 -4.56 0.85
O -1.79 -4.71 -0.47
H -3.48 -2.36 0.94
H -2.81 -2.17 -0.66
H -2.30 -1.05 0.73
H -1.08 -2.58 1.68
H 0.67 -5.01 -0.01
H 0.08 -5.28 1.65
H 0.82 -3.74 1.16
*
```

Record-wise energy values, in a.u.: -5262.73491; -420.08898; -379.85188; -3778.98934; -2867.56300; -3405.03654; -568.51392; -2236.67071
Record-wise ΔE to the lowest compared entry with this formula, charge and spin values, in eV: 0.034; 0.066; 6.430; 0.000; 0.000; 0.000; 2.563; 1.784